Record 1
{"formula": "C26H28BrIN9O3RuS", "method": "wB97M-V/def2-TZVPD", "energy_ev": -138504.39486, "total_charge": 3, "multiplicity": 5, "orbital_gap_ev": [5.58, 3.38], "relative_energy_kcal_mol": 12.60, "species": ["Ru", "N", "C", "C", "C", "C", "C", "C", "S", "N", "C", "C", "C", "C", "C", "C", "N", "H", "H", "H", "H", "H", "H", "H", "H", "H", "Br", "C", "C", "C", "C", "C", "N", "C", "O", "O", "H", "H", "H", "C", "N", "C", "N", "C", "N", "C", "N", "C", "C", "H", "H", "H", "H", "H", "H", "H", "H", "H", "H", "H", "H", "N", "C", "O", "C", "I", "H", "H", "H", "H"], "coordinates": [[0.300, 0.241, -0.374], [1.827, 4.041, -1.089], [3.168, 4.162, -0.734], [3.713, 5.425, -0.518], [5.036, 5.548, -0.125], [5.831, 4.417, 0.044], [5.300, 3.152, -0.163], [3.970, 3.023, -0.540], [3.288, 1.406, -0.803], [1.644, 1.708, -0.869], [1.115, 2.903, -1.092], [-0.323, 2.898, -1.393], [-1.043, 3.976, -1.909], [-2.359, 3.775, -2.312], [-2.901, 2.501, -2.233], [-2.126, 1.482, -1.694], [-0.898, 1.680, -1.234], [1.348, 4.914, -1.281], [3.103, 6.305, -0.657], [5.445, 6.528, 0.069], [6.869, 4.521, 0.321], [5.908, 2.271, -0.027], [-0.603, 4.956, -2.019], [-2.937, 4.592, -2.714], [-3.904, 2.304, -2.574], [-2.504, 0.471, -1.632], [-2.653, 0.675, 1.346], [-2.185, -1.110, 0.869], [-3.007, -2.186, 1.153], [-2.527, -3.458, 0.862], [-1.239, -3.605, 0.356], [-0.500, -2.461, 0.089], [-0.986, -1.231, 0.309], [0.939, -2.453, -0.452], [1.388, -3.423, -1.014], [1.556, -1.341, -0.248], [-3.987, -2.041, 1.583], [-3.149, -4.321, 1.049], [-0.804, -4.575, 0.167], [0.375, -0.480, 3.183], [1.156, 0.287, 2.179], [1.094, 1.716, 2.565], [1.591, 1.917, 3.907], [0.792, 1.153, 4.858], [0.889, -0.256, 4.513], [2.268, -0.705, 4.622], [3.045, 0.071, 3.665], [2.565, -0.158, 2.323], [2.980, 1.484, 4.002], [0.439, -1.546, 2.943], [-0.668, -0.154, 3.161], [0.057, 2.062, 2.503], [1.707, 2.298, 1.868], [-0.249, 1.478, 4.810], [1.157, 1.319, 5.872], [2.343, -1.768, 4.387], [2.641, -0.551, 5.635], [2.635, -1.222, 2.081], [3.188, 0.392, 1.612], [3.594, 2.060, 3.305], [3.348, 1.649, 5.016], [1.225, -2.305, -3.628], [0.075, -1.662, -3.514], [-0.215, -0.912, -2.578], [-0.899, -1.868, -4.658], [-2.024, -0.065, -4.974], [1.888, -2.305, -2.862], [1.391, -2.984, -4.354], [-1.629, -2.639, -4.401], [-0.397, -2.137, -5.586]], "forces_ev_per_angstrom": [[0.1542, -2.0574, 0.8053], [-0.2732, -0.4055, -0.0806], [0.0875, 0.5109, 0.2313], [-0.1131, -0.1570, -0.1250], [-0.3976, 0.0924, -0.0586], [0.0284, -0.7568, -0.1223], [0.5140, 0.2878, 0.1142], [-0.7663, -1.3564, -0.3138], [0.3290, 1.3493, 0.3056], [0.8280, 0.5383, -0.2006], [0.4106, 0.4002, 0.0127], [-0.8067, 0.6275, -0.3319], [0.6690, -0.5439, 0.3878], [-0.2200, -0.4284, 0.0040], [0.3115, 0.5105, 0.0209], [-0.2826, -0.3080, 0.0012], [0.1557, 0.4555, -0.3378], [-0.0801, -0.1079, 0.0178], [-0.0695, 0.1094, 0.0152], [0.0408, 0.0982, -0.0567], [0.0685, -0.0095, 0.0914], [0.1333, -0.0960, 0.0156], [0.0565, 0.0683, -0.0400], [-0.0442, 0.1034, -0.0211], [-0.0745, -0.1131, -0.0491], [-0.0064, 0.0098, 0.0215], [-0.2499, -0.4646, 0.1299], [-0.4591, 0.5947, 0.2661], [0.1392, 0.1639, -0.1152], [0.2148, 0.1345, -0.0541], [0.1919, 0.3609, -0.1317], [0.4967, -0.6112, -0.1610], [-0.1064, 0.0595, 0.0702], [-1.1812, -2.0804, -0.2791], [-0.0834, 0.4256, 0.4292], [0.5834, 2.0404, -0.0791], [0.0110, 0.0849, 0.0470], [-0.0004, -0.0704, 0.0541], [0.0536, -0.0155, -0.0720], [-0.2298, -0.1636, 0.4527], [-0.3656, 0.2892, -1.1388], [0.0518, 0.1189, 0.5307], [-0.0924, 1.3494, 0.0357], [-0.0364, -0.1093, -0.2613], [-0.8883, -0.7753, 0.7216], [-0.1733, 0.1238, -0.3210], [1.3958, -0.3437, -0.2789], [0.3178, -0.2357, 0.2600], [-0.3255, -0.2072, -0.1822], [-0.0077, 0.0936, -0.0558], [0.1206, -0.0387, -0.1005], [0.0247, -0.0755, 0.0008], [0.0701, -0.0058, -0.0265], [-0.0180, -0.0101, -0.0022], [0.0257, -0.0169, -0.0706], [-0.0334, 0.0224, -0.0149], [-0.0309, 0.0614, -0.0872], [-0.0871, 0.1384, 0.0055], [-0.0203, 0.0421, 0.0674], [0.0281, 0.0137, -0.0096], [-0.0246, -0.0400, -0.1130], [0.4172, -0.0613, 0.1883], [-0.1088, -0.2614, -1.0695], [0.0623, 0.5332, 1.1483], [-0.2285, 0.3065, 0.1559], [0.1312, -0.3476, -0.2031], [-0.1348, -0.0946, -0.0176], [-0.0956, 0.0950, -0.0907], [0.0954, 0.0650, -0.0033], [-0.1028, 0.0907, 0.0688]]}

Record 2
{"formula": "C34H49MoN8O9P2", "method": "wB97M-V/def2-TZVPD", "energy_ev": -86839.53824, "total_charge": 1, "multiplicity": 3, "orbital_gap_ev": [6.83, 6.62], "relative_energy_kcal_mol": 16.07, "species": ["Mo", "C", "O", "C", "C", "C", "C", "C", "C", "C", "N", "C", "C", "N", "C", "C", "C", "C", "N", "C", "C", "N", "C", "C", "C", "C", "H", "H", "H", "H", "H", "H", "H", "H", "H", "H", "H", "H", "H", "H", "N", "C", "C", "P", "O", "O", "O", "P", "O", "O", "O", "H", "H", "H", "H", "H", "H", "H", "H", "N", "C", "O", "C", "C", "H", "H", "H", "H", "H", "H", "C", "C", "N", "C", "C", "C", "C", "N", "H", "H", "H", "H", "H", "H", "H", "H", "H", "H", "H", "H", "H", "H", "C", "C", "C", "O", "H", "H", "H", "H", "H", "H", "H"], "coordinates": [[-0.393, -0.122, 0.214], [-1.925, -13.417, -3.051], [-2.892, -12.496, -2.576], [-2.509, -11.227, -2.353], [-3.510, -10.350, -1.924], [-3.217, -9.032, -1.676], [-1.914, -8.543, -1.843], [-0.925, -9.422, -2.269], [-1.212, -10.754, -2.522], [-1.658, -7.136, -1.559], [-2.569, -6.287, -1.131], [-1.930, -5.093, -0.990], [-0.592, -5.207, -1.339], [-0.441, -6.520, -1.701], [0.336, -4.127, -1.278], [1.694, -4.163, -1.599], [2.435, -3.006, -1.445], [1.835, -1.849, -0.979], [0.539, -1.772, -0.675], [-0.199, -2.903, -0.826], [-1.573, -2.771, -0.488], [-1.936, -1.531, -0.079], [-3.221, -1.326, 0.195], [-4.177, -2.332, 0.142], [-3.810, -3.611, -0.223], [-2.478, -3.843, -0.563], [-2.456, -14.353, -3.197], [-1.124, -13.568, -2.323], [-1.498, -13.090, -4.002], [-4.512, -10.737, -1.796], [-3.984, -8.345, -1.349], [0.095, -9.082, -2.410], [-0.419, -11.413, -2.848], [0.407, -6.957, -2.015], [2.160, -5.072, -1.957], [3.489, -3.000, -1.681], [2.407, -0.945, -0.843], [-3.483, -0.313, 0.469], [-5.202, -2.103, 0.399], [-4.522, -4.425, -0.259], [1.660, 3.806, 3.002], [1.043, 3.692, 1.624], [1.083, 5.022, 0.896], [2.050, 2.353, 0.789], [2.663, 3.085, -0.507], [3.130, 1.977, 1.748], [1.153, 1.274, 0.255], [-0.689, 3.022, 1.981], [-1.535, 4.388, 2.162], [-0.446, 2.450, 3.347], [-1.305, 2.240, 0.870], [2.567, 3.309, 2.983], [0.950, 3.227, 3.597], [1.742, 4.762, 3.332], [2.107, 5.381, 0.787], [0.494, 5.764, 1.437], [0.662, 4.916, -0.103], [3.631, 3.068, -0.476], [-2.207, 4.490, 1.475], [0.914, 2.119, -3.833], [0.420, 1.419, -2.794], [0.955, 0.388, -2.402], [-0.841, 1.926, -2.145], [-1.552, 0.768, -1.439], [1.767, 1.817, -4.271], [0.484, 2.968, -4.150], [-1.474, 2.396, -2.903], [-0.575, 2.692, -1.412], [-1.802, 0.019, -2.200], [-2.505, 1.154, -1.067], [4.559, -4.258, 2.376], [3.878, -3.454, 3.488], [3.342, -2.170, 3.048], [4.164, -0.981, 3.242], [5.150, -0.700, 2.110], [2.169, -2.077, 2.362], [1.269, -3.289, 2.358], [1.747, -1.020, 1.767], [4.762, -5.273, 2.723], [5.507, -3.805, 2.086], [3.925, -4.312, 1.490], [4.602, -3.253, 4.276], [3.081, -4.049, 3.933], [4.706, -1.109, 4.180], [3.504, -0.120, 3.363], [5.852, -1.524, 1.984], [5.716, 0.201, 2.344], [4.622, -0.536, 1.170], [1.038, -3.605, 3.376], [1.719, -4.131, 1.831], [0.341, -3.016, 1.864], [2.376, -0.221, 1.817], [-2.893, -0.104, 3.379], [-1.616, -0.858, 3.011], [-0.693, -0.946, 4.227], [-0.971, -0.271, 1.903], [-3.319, -0.537, 4.283], [-3.637, -0.156, 2.584], [-2.642, 0.937, 3.568], [-1.889, -1.887, 2.717], [-0.567, 0.044, 4.656], [0.283, -1.329, 3.939], [-1.137, -1.611, 4.968]], "forces_ev_per_angstrom": [[0.8624, 1.9962, -1.4802], [0.0515, -0.0908, -0.0328], [-0.0817, -0.0781, -0.0025], [0.0271, 0.2193, 0.0460], [-0.0387, -0.0774, -0.0115], [0.1457, 0.0987, -0.0013], [-0.0325, -0.2552, -0.0649], [-0.0809, 0.2044, 0.0738], [0.1394, -0.1522, -0.0662], [-0.1165, 0.3125, 0.0939], [-0.1424, -0.1342, -0.0108], [0.4418, -0.1192, -0.1851], [-0.4460, 0.0525, 0.1329], [0.1572, -0.1351, -0.0600], [-0.1735, 0.1970, 0.1018], [0.1365, 0.3573, 0.0922], [0.0208, -0.5830, -0.1582], [-0.1700, 0.5812, 0.1564], [0.5963, -1.3471, -0.5842], [0.4230, -0.0089, -0.1649], [-0.5520, 0.0585, 0.2069], [-1.0259, -0.9767, -0.1582], [0.3294, 0.3682, -0.0112], [-0.1466, -0.4196, -0.0725], [-0.0930, 0.2823, 0.0861], [0.3701, 0.1674, -0.0388], [0.0189, -0.0026, -0.0054], [-0.0202, 0.0296, 0.0124], [-0.0232, 0.0086, 0.0066], [0.0031, 0.0122, -0.0043], [-0.0470, -0.0279, 0.0137], [0.0088, -0.0398, -0.0044], [-0.0304, 0.0314, 0.0063], [-0.0211, -0.0448, -0.0133], [0.0156, -0.0002, -0.0023], [-0.0026, 0.0785, 0.0093], [-0.0252, 0.0585, -0.0297], [-0.0006, -0.0406, 0.0365], [0.0074, 0.0459, -0.0092], [-0.0091, 0.0033, -0.0117], [-0.3579, -0.6360, 0.2460], [-0.1508, -0.5158, -0.2773], [0.0334, 0.0718, 0.0211], [0.3024, 0.2488, -0.1102], [0.1371, -0.0910, 0.1121], [-0.0280, 0.0043, 0.0086], [-0.0611, -0.1743, -0.1149], [-0.1932, 0.2793, 0.6975], [-0.0345, -0.0130, -0.1808], [-0.0329, -0.0778, -0.0152], [0.2420, -0.0677, -0.1548], [-0.0442, 0.1169, 0.0287], [0.3090, 0.3513, -0.3306], [-0.0184, 0.0648, -0.0275], [-0.0115, 0.0022, -0.0614], [-0.0188, -0.0035, -0.0157], [0.0012, 0.0091, 0.0080], [-0.1797, 0.0459, -0.0048], [0.1066, -0.0445, 0.0914], [0.0367, 0.1178, -0.0603], [-0.0096, -0.1222, -0.0001], [0.0483, -0.0531, 0.0802], [0.0768, -0.2095, 0.2268], [-0.0440, 0.0011, -0.0686], [0.0267, -0.0303, 0.0319], [-0.0381, 0.0136, 0.0151], [-0.0552, 0.0294, 0.0196], [0.0351, 0.0331, -0.0657], [0.1000, -0.1200, 0.1211], [0.0796, -0.0844, 0.2196], [-0.0024, 0.0669, 0.1448], [-0.0244, -0.0596, -0.2127], [0.1208, -0.0443, 0.2238], [0.0721, 0.0251, -0.1729], [-0.0757, -0.0238, 0.1198], [-0.0214, 0.0577, -0.0085], [0.1218, 0.0375, -0.0745], [-0.1140, 0.1398, -0.1720], [0.0144, 0.0007, -0.0410], [-0.0078, 0.0068, -0.0378], [-0.0054, -0.0410, -0.0070], [-0.0514, 0.0096, 0.0689], [0.0095, 0.0197, 0.0212], [-0.0265, -0.0048, 0.0224], [0.0345, -0.0188, 0.0851], [0.0104, -0.0004, -0.0106], [-0.0013, 0.0129, -0.0747], [0.0248, 0.0123, -0.0200], [0.0084, -0.0229, -0.0188], [-0.0078, -0.0254, 0.0272], [-0.0682, 0.0096, -0.0103], [0.0508, -0.1135, 0.0696], [0.2599, -0.0033, -0.2182], [-0.5482, -0.7211, 0.1567], [0.0329, 0.1277, -0.4269], [-0.5642, 0.4526, 2.0112], [-0.0298, -0.0061, 0.0041], [0.0006, 0.0407, 0.0843], [-0.0169, 0.0858, 0.0319], [0.0203, 0.0471, -0.0042], [0.0678, 0.1167, 0.0567], [0.0065, 0.0094, 0.0484], [-0.0229, 0.0302, 0.0031]]}

Record 3
{"formula": "C24H24Br2CrN5O", "method": "wB97M-V/def2-TZVPD", "energy_ev": -203283.83743, "multiplicity": 4, "orbital_gap_ev": [6.67, 6.56], "relative_energy_kcal_mol": 0.00, "species": ["Cr", "C", "C", "C", "C", "C", "C", "Br", "C", "C", "Br", "C", "O", "C", "N", "H", "H", "H", "H", "H", "H", "N", "C", "C", "C", "C", "C", "N", "C", "C", "C", "C", "C", "N", "H", "H", "H", "H", "H", "H", "H", "H", "H", "C", "C", "C", "C", "N", "H", "H", "H", "H", "H", "H", "H", "H", "H"], "coordinates": [[-0.299, -0.365, -0.411], [2.734, -0.451, 1.414], [1.583, -1.124, 2.097], [1.785, -1.825, 3.305], [0.734, -2.392, 3.961], [-0.574, -2.256, 3.444], [-1.751, -2.759, 4.043], [-1.654, -3.742, 5.661], [-2.971, -2.539, 3.469], [-3.083, -1.808, 2.277], [-4.795, -1.502, 1.548], [-1.977, -1.290, 1.623], [-2.023, -0.583, 0.536], [-0.701, -1.544, 2.236], [0.376, -1.019, 1.573], [3.683, -0.819, 1.800], [2.686, 0.625, 1.602], [2.683, -0.590, 0.335], [2.789, -1.905, 3.699], [0.886, -2.938, 4.883], [-3.868, -2.923, 3.933], [1.604, 2.114, -1.446], [0.880, 2.479, -0.353], [1.137, 3.739, 0.227], [0.399, 4.150, 1.303], [-0.598, 3.313, 1.814], [-0.783, 2.099, 1.211], [-0.064, 1.671, 0.150], [1.478, 0.943, -2.231], [1.621, 1.049, -3.576], [1.607, -0.176, -4.335], [1.261, -1.332, -3.761], [0.886, -1.391, -2.303], [1.313, -0.208, -1.536], [2.128, 2.854, -1.880], [1.918, 4.360, -0.191], [0.590, 5.117, 1.751], [-1.210, 3.601, 2.655], [-1.542, 1.406, 1.549], [1.783, 2.009, -4.043], [1.911, -0.156, -5.375], [1.327, -2.261, -4.310], [1.408, -2.259, -1.871], [-0.960, -3.630, -3.028], [-1.524, -2.267, -2.606], [-1.973, -1.460, -3.829], [-2.741, -2.519, -1.714], [-0.536, -1.506, -1.841], [-1.762, -4.238, -3.450], [-0.558, -4.157, -2.161], [-0.179, -3.548, -3.781], [-2.718, -2.026, -4.393], [-1.137, -1.233, -4.487], [-2.423, -0.521, -3.503], [-3.490, -3.096, -2.259], [-3.187, -1.582, -1.389], [-2.453, -3.079, -0.822]], "forces_ev_per_angstrom": [[-0.3385, -0.1153, 0.4509], [-0.0390, -0.0339, -0.0109], [-0.0223, 0.0311, -0.0604], [-0.0351, -0.0146, 0.0319], [-0.0125, 0.0059, -0.0131], [0.0368, 0.0354, -0.0482], [-0.0650, -0.0036, -0.0097], [-0.0039, -0.0046, 0.0049], [0.0370, -0.0364, 0.0617], [0.0260, 0.0326, -0.0343], [-0.0047, 0.0054, -0.0069], [0.0599, -0.0350, 0.0569], [-0.0024, 0.0671, -0.0448], [-0.0054, -0.0019, 0.0020], [-0.0421, 0.0497, -0.1001], [-0.0079, -0.0043, -0.0074], [-0.0039, 0.0110, -0.0089], [0.0008, 0.0261, -0.0194], [0.0133, -0.0018, 0.0036], [-0.0036, 0.0001, -0.0009], [0.0017, -0.0017, 0.0066], [0.0206, -0.0437, 0.0691], [-0.0068, 0.0199, -0.0108], [-0.0082, -0.0015, -0.0019], [0.0041, -0.0231, -0.0186], [-0.0037, -0.0085, 0.0003], [-0.0208, 0.0353, 0.0088], [0.0083, -0.0407, 0.0173], [-0.0434, -0.0451, 0.0103], [-0.0047, 0.0522, -0.0182], [-0.0178, -0.0180, 0.0734], [-0.0560, 0.0791, -0.0162], [0.1666, -0.2542, 0.0921], [0.2324, -0.0195, -0.1744], [0.0067, 0.0077, 0.0019], [0.0010, 0.0108, 0.0026], [0.0003, 0.0068, 0.0025], [-0.0034, 0.0020, 0.0068], [0.0022, 0.0034, 0.0036], [0.0074, 0.0050, -0.0078], [-0.0041, -0.0001, -0.0152], [-0.0145, 0.0079, -0.0168], [-0.0610, 0.0016, -0.0635], [-0.0025, 0.0007, -0.0125], [-0.1022, -0.2450, 0.2840], [0.0355, -0.0193, 0.0015], [0.0525, 0.0239, -0.0129], [0.2422, 0.4322, -0.4743], [-0.0017, -0.0085, -0.0111], [0.0006, -0.0093, 0.0126], [0.0050, 0.0037, 0.0166], [-0.0137, -0.0037, 0.0030], [-0.0009, 0.0102, -0.0155], [0.0007, 0.0063, -0.0063], [0.0118, 0.0080, -0.0163], [-0.0152, 0.0225, 0.0200], [-0.0066, -0.0102, 0.0125]]}

Record 4
{"formula": "C7H6ClNOS", "method": "wB97M-V/def2-TZVPD", "energy_ev": -34249.31205, "multiplicity": 1, "orbital_gap_ev": 9.05, "relative_energy_kcal_mol": 16.26, "species": ["C", "C", "C", "C", "C", "C", "C", "N", "O", "S", "Cl", "H", "H", "H", "H", "H", "H"], "coordinates": [[0.970, -0.660, 1.847], [-0.007, -0.129, 1.007], [2.076, -1.186, 1.178], [0.189, -0.123, -0.352], [1.250, -0.805, -0.897], [-0.713, 0.627, -1.353], [-1.525, 1.678, -0.690], [2.192, -1.245, -0.095], [-3.390, 0.121, 0.200], [-2.875, 1.551, 0.168], [1.526, -0.953, -2.590], [0.867, -0.864, 2.871], [-0.936, 0.309, 1.237], [2.726, -1.774, 1.686], [-0.089, 1.044, -1.983], [-1.324, -0.104, -1.807], [-0.938, 2.514, -0.427]], "forces_ev_per_angstrom": [[-0.4155, -0.2248, -2.0552], [1.0133, -0.1052, 0.1187], [-2.6650, 0.8082, 1.1745], [-0.8078, 0.5051, -1.7908], [1.1115, 0.6814, 1.3372], [-2.6444, -2.0803, 4.3425], [0.2032, -0.7510, 0.5792], [0.8623, -0.9672, -3.0679], [0.4929, 2.1721, -0.2222], [-0.5864, -2.3491, -0.1801], [-0.0991, -0.0734, -0.2160], [-0.2671, 0.2555, 1.2546], [-0.7305, 0.3215, 1.3079], [2.4515, -1.1714, 1.8141], [2.8096, 2.0955, -3.5008], [-0.7867, -0.7209, -0.8468], [0.0582, 1.6040, -0.0488]]}